# 1
C4H7NS2 | wB97M-V/def2-TZVPD

Total energy ... -1007.634236 hartree
Total charge ... 0
Spin multiplicity ... 1
Maximum force ... 3.84 eV Å⁻¹
Energy relative to the best compared isomer or geometry (same formula, charge and spin) ... 262.6 kJ/mol

Last column: Löwdin charge in e.
Cartesian coordinates (Å):
S -0.440 -0.939 1.795  0.794
S -0.114 1.616 0.376  0.762
N 0.324 -1.379 -0.963  0.102
C -1.551 -1.671 0.557  -0.452
C 1.228 2.478 -0.535  -0.418
C 0.555 -0.034 0.646  -0.794
C -0.729 -1.952 -0.648  -0.380
H 2.271 2.096 -0.531  0.044
H -1.894 -2.608 1.099  0.094
H -1.228 -2.670 -1.300  0.108
H 1.001 2.536 -1.649  0.049
H 1.306 3.482 -0.020  0.037
H -2.346 -1.020 0.486  0.036
H 1.617 0.066 0.687  0.019

# 2
C4H7NS2 | wB97M-V/def2-TZVPD

Total energy ... -1007.635296 hartree
Structure (SMILES) ... S=CN1C[C@@H]1CS
Total charge ... 0
Spin multiplicity ... 1
Maximum force ... 5.23 eV Å⁻¹
Energy relative to the best compared isomer or geometry (same formula, charge and spin) ... 259.8 kJ/mol

Last column: Löwdin charge in e.
Cartesian coordinates (Å):
S 2.135 -2.029 -0.013  0.501
S -2.065 -1.774 -0.294  0.665
N 0.933 0.441 -0.508  -0.057
C 0.176 1.574 0.039  -0.092
C -1.343 -0.374 0.511  -0.596
C 1.957 -0.338 -0.220  -0.675
C -0.583 0.494 -0.481  -0.303
H 2.991 0.120 -0.281  0.066
H -1.038 0.548 -1.423  0.116
H -0.679 -0.488 1.435  0.117
H -0.919 -2.745 -0.323  -0.063
H 0.277 1.740 1.066  0.096
H 0.350 2.634 -0.425  0.152
H -2.191 0.196 0.916  0.073